2
Properties=species:S:1:pos:R:3 method="wB97M-V/def2-TZVPD" e_tot_ha=-796.287001 e_lumo_ev=-3.34 homo_ev=-9.02 fmax_ev_per_a=5.2
S 0.000 0.000 1.085
S 0.000 0.000 -1.085